DFT (ωB97M-V/def2-TZVPD) results for a molecular structure, C22H39AuCl2N4O4.

XYZ file:
```
72
Properties=species:S:1:pos:R:3:forces:R:3:lowdin_spin:R:1
O 1.284 0.992 -1.346 -0.2 -0.6 -0.4 0.433
C 1.283 1.528 -2.635 1.0 0.9 -0.1 0.028
C 1.355 3.068 -2.546 -0.1 -0.1 -0.5 0.002
C 1.028 3.769 -1.389 -0.2 0.1 0.1 0.000
H 0.745 3.215 -0.493 0.2 0.2 -0.3 0.000
C 0.989 5.169 -1.396 0.2 -0.2 -0.3 0.000
H 0.689 5.690 -0.488 0.1 0.0 -0.2 0.000
C 1.325 5.879 -2.552 -0.1 -0.2 0.1 0.000
H 1.303 6.974 -2.558 0.0 -0.4 0.0 0.000
C 1.690 5.175 -3.706 0.1 -0.3 0.0 0.001
H 1.952 5.710 -4.621 -0.1 -0.1 0.3 0.000
C 1.717 3.777 -3.697 -0.2 0.3 0.3 0.000
H 1.986 3.200 -4.585 -0.1 0.3 0.1 0.000
H 2.240 1.188 -3.077 -0.1 0.1 -0.2 0.009
C 0.312 -0.401 -4.044 -0.1 -0.3 0.1 -0.001
C 0.158 0.999 -3.527 -0.4 1.0 0.1 0.015
H -0.280 -0.578 -4.953 0.3 0.1 0.2 0.000
H -0.060 -1.099 -3.280 0.2 -0.1 -0.4 -0.002
H 1.363 -0.648 -4.251 -0.2 0.1 0.0 0.000
C -0.936 1.756 -3.708 0.6 -0.2 0.4 -0.005
C -2.184 1.311 -4.377 -0.1 -0.2 -0.4 0.000
H -0.960 2.754 -3.264 0.1 -0.3 -0.1 0.000
H -2.398 1.921 -5.266 0.0 -0.1 0.1 0.000
H -3.034 1.405 -3.691 0.2 0.0 -0.1 0.000
H -2.102 0.261 -4.671 -0.3 0.2 0.0 0.000
Au -0.343 -0.149 -0.762 -0.9 0.1 1.1 0.763
Cl -1.395 1.813 -0.167 -0.7 0.5 0.4 0.227
Cl -2.543 -0.858 -1.788 0.5 0.0 -0.4 0.415
C -2.587 -1.174 1.107 1.4 -0.7 -0.1 0.000
O -1.388 -1.505 0.925 -1.6 0.5 0.3 0.049
N -3.455 -1.955 1.758 0.1 0.0 0.0 0.003
C -3.076 -3.256 2.287 -0.2 -0.1 0.1 0.000
C -4.820 -1.520 2.005 0.2 0.0 -0.1 0.000
H -2.989 -0.233 0.711 0.1 -0.1 0.3 -0.001
H -2.050 -3.533 2.012 -0.4 0.3 0.0 0.000
H -3.785 -4.008 1.916 0.2 0.1 0.0 0.000
H -3.179 -3.240 3.380 0.2 0.0 -0.1 0.000
H -4.914 -0.497 1.623 -0.2 -0.3 0.2 0.000
H -5.027 -1.552 3.084 0.0 0.2 -0.2 0.000
H -5.535 -2.186 1.502 0.2 0.2 0.0 0.000
H 1.859 -4.990 -1.211 0.0 0.1 -0.2 0.000
H 4.360 -4.102 -0.914 -0.2 0.3 -0.1 0.000
C 1.828 -4.209 -1.983 0.1 -0.1 0.0 0.000
C 4.073 -3.251 -1.549 0.0 0.1 0.0 0.001
N 2.625 -3.067 -1.549 0.4 -0.2 0.1 0.002
H 0.798 -3.890 -2.142 0.2 -0.1 0.0 0.000
C 2.022 -1.983 -1.087 -2.2 -0.2 -0.2 0.004
O 0.739 -1.944 -1.100 2.7 -0.4 0.1 0.048
H 4.550 -2.340 -1.176 0.0 -0.2 -0.1 0.000
H 2.644 -1.153 -0.711 -0.3 -0.2 -0.2 0.000
H 2.272 -4.603 -2.903 -0.2 0.0 0.1 0.000
H 4.427 -3.469 -2.567 -0.1 0.2 0.2 0.000
C 0.546 2.429 3.095 0.2 0.4 -0.2 0.000
N 0.250 1.205 3.806 0.2 -0.7 -0.2 0.000
C -0.401 1.379 5.088 -0.3 -0.2 0.2 0.000
C 0.690 0.011 3.251 0.3 0.1 -0.5 0.000
O 1.426 0.019 2.249 -0.8 0.0 0.7 0.003
N 0.256 -1.217 3.767 -0.2 0.7 -0.2 0.001
C -0.039 -1.478 5.164 -0.1 0.1 0.3 0.000
C 0.654 -2.370 2.991 0.5 -0.2 -0.2 0.000
H 1.303 3.016 3.628 0.1 -0.1 -0.1 0.000
H -0.353 3.055 3.026 0.1 -0.2 -0.1 0.000
H 0.899 2.195 2.091 -0.1 0.1 0.2 0.000
H -1.378 0.866 5.115 0.4 0.3 0.1 0.000
H 0.233 1.027 5.917 -0.4 0.2 -0.2 0.000
H -0.579 2.450 5.247 0.0 -0.3 -0.1 0.000
H -0.053 -2.565 5.315 0.0 0.3 -0.1 0.000
H 0.736 -1.059 5.830 -0.4 -0.2 -0.1 0.000
H -1.033 -1.095 5.451 0.5 -0.2 0.0 0.000
H 0.021 -3.224 3.252 0.0 0.2 0.0 0.000
H 0.553 -2.160 1.925 0.0 -0.1 0.3 0.000
H 1.694 -2.644 3.210 0.0 -0.1 -0.1 0.000
```
Positions in Å, forces in eV/Å.

Computed properties:
ΔE to the lowest compared entry with this formula, charge and spin: 0.000 eV
calculated total energy: -66331.7302 eV
E_HOMO (alpha / beta): -7.5 / -7.9 eV
spin multiplicity: 3
LUMO level (alpha / beta): 0.0158 / -0.0887 Eh
F_max: 2.7 eV/Å
<S²>: 2.014
Kohn-Sham gap (alpha / beta): 0.2921 / 0.2034 Ha